Below is a structure of composition C23H34GeHgN4, with properties calculated with ωB97M-V/def2-TZVPD.

orbital gap (alpha / beta): 8.52 / 6.36 eV
E_LUMO (alpha / beta): -2.06 / -4.38 eV
total charge: +1
ΔE to the lowest compared entry with this formula, charge and spin: 14.85 kJ/mol
multiplicity: 2

Atoms and positions in Å:
1 Hg 0.348 0.299 0.300
2 N 0.698 -1.668 2.134
3 C 0.883 -0.895 3.364
4 C -0.368 -0.073 3.653
5 N -0.756 0.886 2.604
6 C -2.221 0.916 2.451
7 C -2.755 -0.255 1.656
8 N -2.276 -0.156 0.274
9 C -0.300 2.254 2.897
10 C 1.201 2.413 2.934
11 N 1.768 2.008 1.647
12 H 0.002 -2.396 2.256
13 H 1.550 -2.143 1.857
14 H 1.758 -0.263 3.235
15 H 1.067 -1.527 4.236
16 H -0.261 0.446 4.614
17 H -1.185 -0.787 3.781
18 H -2.486 1.836 1.925
19 H -2.714 0.953 3.430
20 H -3.844 -0.260 1.736
21 H -2.396 -1.199 2.069
22 H -2.712 0.629 -0.197
23 H -2.526 -0.985 -0.251
24 H -0.719 2.611 3.849
25 H -0.691 2.894 2.102
26 H 1.636 1.806 3.725
27 H 1.418 3.452 3.188
28 H 2.758 1.816 1.727
29 H 1.667 2.751 0.963
30 C -0.946 2.533 -1.539
31 C -1.513 3.414 -0.670
32 C -0.501 4.380 -0.315
33 C 0.712 4.058 -0.984
34 C 0.467 2.942 -1.745
35 H -1.441 1.751 -2.102
36 H -2.547 3.441 -0.349
37 H -0.653 5.237 0.331
38 H 1.634 4.621 -0.938
39 H 1.151 2.455 -2.427
40 Ge 1.370 -0.873 -1.692
41 C 1.547 -2.690 -1.022
42 C 2.812 -3.206 -0.742
43 C 2.951 -4.466 -0.167
44 C 1.827 -5.226 0.123
45 C 0.560 -4.728 -0.162
46 C 0.423 -3.466 -0.726
47 C 0.236 -0.591 -3.238
48 C -1.096 -1.009 -3.255
49 C -1.906 -0.749 -4.353
50 C -1.393 -0.058 -5.444
51 C -0.072 0.365 -5.438
52 C 0.741 0.096 -4.342
53 H 2.771 -0.316 -1.993
54 H 3.698 -2.623 -0.973
55 H 3.939 -4.859 0.042
56 H 1.936 -6.211 0.561
57 H -0.318 -5.327 0.049
58 H -0.572 -3.085 -0.937
59 H -1.508 -1.547 -2.408
60 H -2.936 -1.088 -4.361
61 H -2.024 0.145 -6.302
62 H 0.330 0.898 -6.291
63 H 1.775 0.422 -4.351

Below is the molecule C4H5NO at a distorted geometry, with properties calculated with ωB97M-V/def2-TZVPD.

orbital gap: 11.53 eV
E_LUMO: 0.86 eV
total charge: 0
ΔE to the lowest compared entry with this formula, charge and spin: 311.73 kJ/mol
multiplicity: 1
structure (SMILES): N#CC[C@H]1CO1

Atoms and positions in Å:
1 N 2.962 0.465 0.452
2 C 1.987 -0.067 0.148
3 C 0.726 -0.727 -0.218
4 C -0.457 -0.039 0.413
5 C -1.208 0.983 -0.303
6 O -1.722 -0.464 0.071
7 H 0.746 -1.765 0.120
8 H 0.617 -0.719 -1.306
9 H -0.431 0.047 1.497
10 H -1.653 1.793 0.315
11 H -1.566 0.492 -1.188

Below is a structure of composition C30H44N11S2Ti, with properties calculated with ωB97M-V/def2-TZVPD.

orbital gap (alpha / beta): 6.43 / 7.37 eV
E_LUMO (alpha / beta): -2.29 / -2.37 eV
total charge: +1
ΔE to the lowest compared entry with this formula, charge and spin: 3.76 kJ/mol
multiplicity: 3

Atoms and positions in Å:
1 Ti -0.298 0.480 0.608
2 C 3.138 -0.874 -0.209
3 C 1.959 -1.762 0.120
4 N 1.145 -1.199 1.214
5 C 1.825 -1.088 2.513
6 C 2.507 0.256 2.790
7 S 1.691 1.705 2.049
8 C 3.073 2.366 1.091
9 C 3.591 1.542 -0.122
10 N 2.705 0.476 -0.568
11 H 3.803 -0.816 0.654
12 H 3.725 -1.344 -1.006
13 H 1.305 -1.860 -0.749
14 H 2.320 -2.763 0.384
15 H 0.376 -1.856 1.334
16 H 1.064 -1.228 3.274
17 H 2.560 -1.890 2.643
18 H 2.535 0.410 3.869
19 H 3.539 0.273 2.443
20 H 2.741 3.361 0.790
21 H 3.879 2.535 1.806
22 H 3.762 2.233 -0.951
23 H 4.586 1.155 0.117
24 H 2.549 0.514 -1.569
25 N 0.310 3.875 -2.255
26 C 0.867 3.040 -1.383
27 N -0.075 2.331 -0.790
28 C -1.218 2.797 -1.375
29 N -1.028 3.734 -2.272
30 C -2.511 2.251 -0.993
31 C -3.693 2.664 -1.591
32 N -4.864 2.148 -1.243
33 C -4.831 1.216 -0.295
34 C -3.653 0.801 0.305
35 N -2.470 1.316 -0.036
36 H 0.760 4.532 -2.870
37 H 1.926 2.973 -1.227
38 H -3.676 3.424 -2.361
39 H -5.773 0.775 0.006
40 H -3.667 0.034 1.060
41 C -3.169 2.638 3.020
42 C -1.648 2.566 3.134
43 C -1.213 1.556 4.166
44 C -0.950 1.985 5.458
45 C -0.617 1.087 6.459
46 C -0.551 -0.259 6.157
47 C -0.808 -0.742 4.873
48 C -0.673 -2.242 4.691
49 C -1.818 -3.027 5.333
50 C -1.143 0.183 3.866
51 N -1.331 -0.226 2.507
52 C -2.068 -1.274 2.278
53 C -2.161 -1.853 0.989
54 C -3.023 -2.842 0.494
55 C -2.809 -2.892 -0.879
56 C -1.823 -1.931 -1.160
57 N -1.425 -1.300 -0.050
58 H -3.482 3.304 2.214
59 H -3.601 3.007 3.951
60 H -3.592 1.650 2.834
61 H -1.253 3.547 3.405
62 H -1.189 2.309 2.176
63 H -1.012 3.045 5.677
64 H -0.407 1.435 7.461
65 H -0.280 -0.969 6.930
66 H 0.265 -2.552 5.161
67 H -0.586 -2.522 3.640
68 H -1.873 -2.822 6.403
69 H -1.676 -4.100 5.201
70 H -2.786 -2.758 4.908
71 H -2.659 -1.716 3.080
72 H -3.709 -3.440 1.075
73 H -3.288 -3.542 -1.592
74 H -1.390 -1.675 -2.117
75 C 1.651 -1.618 -6.596
76 N 1.274 -1.337 -5.216
77 C 0.475 -0.346 -4.793
78 S 0.618 0.262 -3.215
79 N -0.437 0.180 -5.632
80 C -1.204 -0.529 -6.654
81 H 2.703 -1.894 -6.613
82 H 1.520 -0.729 -7.211
83 H 1.082 -2.442 -7.027
84 H 1.900 -1.660 -4.498
85 H -0.916 0.960 -5.208
86 H -0.687 -1.418 -6.990
87 H -1.365 0.121 -7.512
88 H -2.171 -0.834 -6.251

Below is a cluster of 2 separate species, C20H29N3O8 in total at a distorted geometry, with properties calculated with ωB97M-V/def2-TZVPD.

orbital gap: 8.68 eV
E_LUMO: 0.37 eV
total charge: 0
ΔE to the lowest compared entry with this formula, charge and spin: 21.22 kJ/mol
multiplicity: 1
structure (SMILES): CNC(=O)[C@H](Cc1c[nH]c2ccccc12)NC(C)=O.O=C(CO)[C@H](O)[C@@H](O)[C@H](O)CO

Atoms and positions in Å:
1 C -0.813 -1.486 7.749
2 N -0.972 -2.566 6.776
3 C -0.942 -2.547 5.435
4 O -0.986 -3.626 4.858
5 C -0.814 -1.268 4.572
6 C 0.582 -1.212 3.931
7 C 0.823 -0.047 3.019
8 C 1.771 0.904 3.182
9 N 1.696 1.816 2.147
10 C 0.692 1.495 1.258
11 C 0.228 2.097 0.080
12 C -0.842 1.505 -0.613
13 C -1.427 0.323 -0.124
14 C -0.949 -0.275 1.059
15 C 0.120 0.298 1.784
16 N -1.104 0.034 5.193
17 C -2.316 0.422 5.584
18 C -2.449 1.856 6.041
19 O -3.288 -0.319 5.596
20 H -0.562 -1.909 8.723
21 H -0.010 -0.813 7.445
22 H -1.749 -0.933 7.845
23 H -1.107 -3.493 7.150
24 H -1.536 -1.402 3.767
25 H 0.738 -2.124 3.354
26 H 1.330 -1.196 4.726
27 H 2.484 0.933 3.997
28 H 2.315 2.608 2.054
29 H 0.686 3.003 -0.290
30 H -1.217 1.956 -1.522
31 H -2.252 -0.126 -0.660
32 H -1.408 -1.183 1.423
33 H -0.371 0.722 5.182
34 H -2.154 2.519 5.230
35 H -1.815 2.022 6.909
36 H -3.489 2.046 6.305
37 O 0.310 1.381 -8.681
38 C 0.803 1.269 -7.555
39 C 1.530 2.477 -6.939
40 O 1.883 3.466 -7.925
41 C 0.726 -0.094 -6.842
42 O -0.369 -0.874 -7.373
43 C 0.603 0.093 -5.314
44 O -0.476 0.980 -5.009
45 C 0.335 -1.207 -4.523
46 O -0.274 -0.845 -3.264
47 C 1.627 -1.993 -4.240
48 O 2.239 -2.467 -5.445
49 H 2.437 2.140 -6.430
50 H 0.873 2.930 -6.191
51 H 1.221 3.451 -8.646
52 H 1.660 -0.620 -7.056
53 H -0.573 -0.561 -8.277
54 H 1.532 0.529 -4.933
55 H -0.817 0.671 -4.141
56 H -0.358 -1.848 -5.078
57 H -0.511 -1.639 -2.751
58 H 2.333 -1.359 -3.695
59 H 1.387 -2.851 -3.605
60 H 2.983 -3.063 -5.248

Below is a cluster of 6 separate species, C25H40O14S in total at a distorted geometry, with properties calculated with ωB97M-V/def2-TZVPD.

orbital gap: 9.75 eV
E_LUMO: 0.14 eV
total charge: 0
multiplicity: 1
structure (SMILES): O=C(OS)OCCCCO.O=C1CCCO1.O=C1CCCO1.O=C1CCCO1.O=C1CCCO1.O=C1CCCO1

Atoms and positions in Å:
1 O -2.390 -3.397 0.371
2 C -2.437 -2.250 0.206
3 O -1.369 -1.539 -0.302
4 S -1.374 -1.468 -1.989
5 O -3.488 -1.529 0.516
6 C -3.482 -0.083 0.420
7 C -4.892 0.409 0.699
8 C -5.876 0.219 -0.469
9 C -6.512 -1.184 -0.546
10 O -7.928 -1.040 -0.366
11 H -1.301 -0.131 -2.099
12 H -3.151 0.203 -0.587
13 H -2.761 0.298 1.154
14 H -5.269 -0.154 1.571
15 H -4.826 1.466 0.990
16 H -6.705 0.933 -0.365
17 H -5.357 0.447 -1.413
18 H -6.089 -1.845 0.227
19 H -6.307 -1.654 -1.522
20 H -8.290 -1.859 0.005
21 O -0.336 1.775 -1.454
22 C -0.273 2.003 -0.272
23 C 0.884 1.783 0.669
24 C 0.203 1.822 2.035
25 C -0.956 2.775 1.774
26 O -1.314 2.542 0.393
27 H 1.607 2.588 0.516
28 H 1.356 0.828 0.450
29 H 0.843 2.141 2.853
30 H -0.175 0.825 2.274
31 H -0.682 3.825 1.888
32 H -1.842 2.574 2.375
33 O 0.899 -0.662 3.671
34 C 0.004 -1.241 4.223
35 C -0.756 -2.457 3.746
36 C -2.005 -2.445 4.624
37 C -1.488 -1.756 5.883
38 O -0.481 -0.834 5.420
39 H -0.150 -3.347 3.916
40 H -0.966 -2.379 2.683
41 H -2.419 -3.433 4.812
42 H -2.781 -1.831 4.163
43 H -1.016 -2.457 6.574
44 H -2.241 -1.182 6.418
45 O 2.315 4.768 -0.618
46 C 2.361 4.667 -1.815
47 C 1.970 3.487 -2.675
48 C 2.641 3.800 -4.011
49 C 2.663 5.324 -3.990
50 O 2.795 5.680 -2.599
51 H 0.882 3.460 -2.737
52 H 2.310 2.563 -2.214
53 H 2.127 3.393 -4.879
54 H 3.660 3.419 -4.020
55 H 1.736 5.762 -4.365
56 H 3.502 5.760 -4.528
57 O -1.032 -5.701 3.580
58 C -1.054 -5.749 2.380
59 C -1.750 -6.763 1.492
60 C -1.105 -6.526 0.129
61 C -0.730 -5.049 0.220
62 O -0.442 -4.825 1.615
63 H -2.815 -6.523 1.493
64 H -1.615 -7.764 1.893
65 H -1.751 -6.742 -0.719
66 H -0.204 -7.134 0.035
67 H -1.548 -4.387 -0.061
68 H 0.159 -4.783 -0.347
69 O 5.516 2.667 -5.107
70 C 6.353 2.602 -4.252
71 C 7.158 3.728 -3.630
72 C 8.291 2.989 -2.921
73 C 7.631 1.651 -2.601
74 O 6.689 1.431 -3.665
75 H 6.506 4.257 -2.931
76 H 7.482 4.423 -4.399
77 H 8.674 3.493 -2.037
78 H 9.121 2.836 -3.612
79 H 7.080 1.678 -1.659
80 H 8.319 0.809 -2.584

Below is a cluster of 2 separate species, BrCl2HNP in total at a distorted geometry, with properties calculated with ωB97M-V/def2-TZVPD.

orbital gap (alpha / beta): 8.59 / 8.49 eV
E_LUMO (alpha / beta): -1.38 / -1.43 eV
total charge: 0
ΔE to the lowest compared entry with this formula, charge and spin: 374.59 kJ/mol
multiplicity: 1

Atoms and positions in Å:
1 N -0.119 -1.526 -2.169
2 P 0.315 0.508 0.445
3 Cl 1.855 -0.192 1.512
4 Cl -1.376 0.191 1.696
5 Br 0.539 2.691 0.657
6 H -1.215 -1.672 -2.141

Below is the molecule C14H18N2O2S at a distorted geometry, with properties calculated with ωB97M-V/def2-TZVPD.

orbital gap: 6.91 eV
E_LUMO: -1.50 eV
total charge: 0
ΔE to the lowest compared entry with this formula, charge and spin: 1477.42 kJ/mol
multiplicity: 1
structure (SMILES): CC(=O)OCCCCCCc1cccc2nsnc12

Atoms and positions in Å:
1 C -1.808 -3.448 0.034
2 C -0.504 -3.410 -1.012
3 O -0.472 -4.441 -1.899
4 O 0.475 -2.313 -0.972
5 C 1.837 -2.761 -1.302
6 C 2.956 -1.996 -0.367
7 C 2.347 -1.461 1.087
8 C 1.846 0.098 0.873
9 C 0.772 0.599 2.050
10 C 0.385 2.174 1.716
11 C -0.861 2.305 0.636
12 C -2.054 1.186 0.424
13 C -3.247 1.362 -0.712
14 C -3.232 2.703 -1.675
15 C -2.043 3.816 -1.417
16 N -1.835 5.134 -2.155
17 S -0.393 5.870 -1.485
18 N 0.197 4.795 -0.195
19 C -0.840 3.691 -0.300
20 H -1.916 -2.407 0.563
21 H -2.801 -3.812 -0.506
22 H -1.594 -4.273 0.866
23 H 1.997 -3.931 -1.222
24 H 2.117 -2.486 -2.429
25 H 3.269 -1.020 -0.960
26 H 3.936 -2.630 -0.223
27 H 1.511 -2.187 1.469
28 H 3.245 -1.544 1.849
29 H 2.816 0.781 0.861
30 H 1.392 0.156 -0.206
31 H 1.250 0.491 3.120
32 H -0.141 -0.136 1.971
33 H 0.245 2.832 2.683
34 H 1.335 2.630 1.155
35 H -2.095 0.202 1.067
36 H -4.074 0.518 -0.860
37 H -4.017 2.912 -2.527

Below is the ion C3H8FINOSi with charge -1 at a distorted geometry, with properties calculated with ωB97M-V/def2-TZVPD.

orbital gap: 4.89 eV
E_LUMO: 3.35 eV
total charge: -1
multiplicity: 1

Atoms and positions in Å:
1 C 1.942 -1.227 -0.037
2 C 0.367 -0.799 -0.292
3 O -0.270 -1.488 -1.276
4 N -0.355 0.245 0.531
5 C -1.856 0.231 0.297
6 Si 0.356 1.889 0.362
7 F 0.049 2.661 -1.218
8 H 1.967 -2.332 0.405
9 H 2.510 -0.543 0.727
10 H 2.505 -1.260 -1.088
11 H -2.330 0.898 1.164
12 H -2.239 -0.866 0.487
13 H -2.192 0.657 -0.739
14 H -0.310 2.735 1.386
15 H 1.786 1.974 0.658
16 I -1.930 -2.774 -1.368

Below is a structure of composition C51H44N5O2P2Se2Te2Y, with properties calculated with ωB97M-V/def2-TZVPD.

orbital gap: 5.66 eV
E_LUMO: -0.71 eV
total charge: 0
ΔE to the lowest compared entry with this formula, charge and spin: 28.53 kJ/mol
multiplicity: 1

Atoms and positions in Å:
1 Y 1.729 0.011 1.827
2 C -2.418 2.015 2.892
3 C -2.833 1.379 4.048
4 C -2.143 0.261 4.486
5 C -1.054 -0.191 3.755
6 N -0.662 0.417 2.631
7 C -1.322 1.498 2.223
8 C -0.267 -1.388 4.154
9 C -0.558 -2.111 5.300
10 C 0.168 -3.257 5.564
11 C 1.136 -3.664 4.670
12 C 1.380 -2.890 3.541
13 N 0.710 -1.757 3.316
14 C 2.406 -3.278 2.539
15 C 3.012 -4.522 2.579
16 C 4.022 -4.815 1.671
17 C 4.382 -3.857 0.752
18 C 3.695 -2.649 0.746
19 N 2.721 -2.361 1.609
20 H -2.911 2.897 2.508
21 H -3.678 1.751 4.612
22 H -2.450 -0.237 5.393
23 H -0.933 1.977 1.337
24 H -1.328 -1.788 5.982
25 H -0.023 -3.831 6.461
26 H 1.711 -4.555 4.865
27 H 2.714 -5.263 3.304
28 H 4.514 -5.779 1.696
29 H 5.171 -4.021 0.031
30 H 3.912 -1.887 0.010
31 C -2.079 1.161 -1.874
32 N -1.537 -0.096 -2.396
33 C -1.608 -1.216 -1.491
34 P -0.107 -1.608 -0.415
35 C -0.922 -3.090 0.313
36 C -1.015 -4.345 -0.291
37 C -1.725 -5.371 0.317
38 C -2.373 -5.158 1.525
39 C -2.327 -3.903 2.114
40 C -1.610 -2.883 1.508
41 C 1.041 -2.267 -1.676
42 C 1.252 -1.522 -2.837
43 C 2.166 -1.943 -3.790
44 C 2.899 -3.102 -3.590
45 C 2.719 -3.836 -2.426
46 C 1.800 -3.420 -1.475
47 C -1.821 -0.353 -3.772
48 C -1.189 0.422 -4.742
49 C -1.451 0.218 -6.087
50 C -2.334 -0.774 -6.490
51 C -2.964 -1.550 -5.529
52 C -2.720 -1.337 -4.180
53 P -0.773 2.260 -1.133
54 C -0.099 3.051 -2.639
55 C -0.897 3.788 -3.514
56 C -0.368 4.290 -4.691
57 C 0.969 4.063 -5.003
58 C 1.773 3.350 -4.128
59 C 1.243 2.849 -2.943
60 C -1.833 3.631 -0.512
61 C -1.164 4.752 -0.007
62 C -1.870 5.811 0.540
63 C -3.259 5.772 0.601
64 C -3.933 4.670 0.101
65 C -3.225 3.607 -0.452
66 H -2.803 0.933 -1.081
67 H -2.621 1.676 -2.670
68 H -1.745 -2.137 -2.055
69 H -2.454 -1.133 -0.794
70 H -0.537 -4.527 -1.243
71 H -1.777 -6.340 -0.162
72 H -2.923 -5.962 1.997
73 H -2.849 -3.716 3.045
74 H -1.589 -1.899 1.960
75 H 0.711 -0.597 -2.990
76 H 2.314 -1.350 -4.683
77 H 3.618 -3.427 -4.331
78 H 3.300 -4.733 -2.252
79 H 1.686 -3.996 -0.565
80 H -0.480 1.180 -4.435
81 H -0.946 0.831 -6.823
82 H -2.528 -0.941 -7.541
83 H -3.664 -2.321 -5.828
84 H -3.244 -1.937 -3.447
85 H -1.940 3.969 -3.274
86 H -0.995 4.858 -5.367
87 H 1.382 4.454 -5.924
88 H 2.818 3.185 -4.358
89 H 1.869 2.300 -2.250
90 H -0.081 4.784 -0.043
91 H -1.334 6.672 0.920
92 H -3.809 6.600 1.030
93 H -5.015 4.634 0.132
94 H -3.784 2.767 -0.843
95 Se 3.780 -0.123 3.861
96 Te 5.685 -0.159 2.222
97 Te 4.723 1.704 0.528
98 Se 2.957 0.399 -0.717
99 O 1.960 3.778 0.554
100 C 1.901 3.543 1.744
101 C 2.153 4.581 2.835
102 C 1.923 3.821 4.135
103 C 1.510 2.442 3.662
104 O 1.166 1.513 4.389
105 N 1.583 2.327 2.307
106 H 1.472 5.420 2.686
107 H 3.169 4.957 2.718
108 H 1.151 4.242 4.779
109 H 2.826 3.701 4.734

| no. | energy (eV) |
| --- | --- |
| 1 | -91046.965 |
| 2 | -7763.296 |
| 3 | -92998.681 |
| 4 | -42060.777 |
| 5 | -66073.227 |
| 6 | -105879.830 |
| 7 | -32706.725 |
| 8 | -25473.374 |
| 9 | -230054.420 |